1.
# C14H26Cl18O2

8 unconnected molecules or ions with the total composition C14H26Cl18O2 (wB97M-V/def2-TZVPD, the Open Molecules 2025 dataset).

The orbital gap comes out at 10.125 eV. The value obtained for the energy above the lowest of the compared OMol25 structures with the same formula, charge and spin is 0.0 kJ/mol. As for the SMILES: ClC(Cl)(Cl)Cl.ClC(Cl)(Cl)Cl.ClCCCl.ClCCCl.ClCCCl.ClCCCl.ClCCCl.OCCO. The LUMO energy comes out at -0.11 eV. The electronic energy is -244436.578 eV.

Cartesian coordinates (Å):
Cl: -26.8928 10.2418 -30.1827
C: -26.0234 8.7740 -30.4604
Cl: -25.8463 7.9020 -28.8314
Cl: -26.9458 7.6139 -31.5590
Cl: -24.4327 9.1628 -31.1607
Cl: -36.2989 3.1274 -28.8433
C: -34.5551 3.5352 -29.0574
Cl: -33.8936 2.9969 -30.6497
Cl: -34.2330 5.2678 -28.7786
Cl: -33.6283 2.6453 -27.8562
Cl: -29.5050 8.9533 -28.4735
C: -30.0083 7.6417 -29.5757
C: -31.0242 6.8297 -28.6740
Cl: -30.3139 6.0057 -27.3330
H: -29.1090 7.0448 -29.7273
H: -30.5457 8.1022 -30.4047
H: -31.4839 6.0651 -29.3002
H: -31.8741 7.3358 -28.2162
Cl: -34.4336 9.5882 -25.2540
C: -34.2806 8.9284 -26.8425
C: -35.2472 9.7295 -27.8189
Cl: -34.9488 9.4834 -29.5414
H: -34.3927 7.8507 -26.7240
H: -33.2790 9.0945 -27.2393
H: -34.9600 10.7684 -27.6565
H: -36.3061 9.6193 -27.5850
Cl: -29.3696 13.5605 -31.9304
C: -30.9425 12.8028 -31.7823
C: -30.9916 11.8290 -30.5999
Cl: -32.0558 10.4672 -31.0293
H: -30.8445 12.3486 -32.7683
H: -31.7515 13.5266 -31.6843
H: -31.4749 12.2428 -29.7149
H: -30.0511 11.4373 -30.2125
Cl: -34.6618 5.0172 -33.6754
C: -34.3124 6.6988 -33.8054
C: -33.7107 7.1852 -32.5005
Cl: -32.1274 6.4985 -32.1946
H: -35.2777 7.1663 -33.9993
H: -33.6073 6.8102 -34.6291
H: -34.3765 7.0813 -31.6438
H: -33.5834 8.2462 -32.7154
Cl: -26.8145 2.3057 -28.0627
C: -28.4119 3.0068 -28.1163
C: -28.6322 3.3273 -29.6244
Cl: -27.5951 4.6254 -30.1183
H: -28.5383 3.8354 -27.4196
H: -29.1621 2.2232 -28.0101
H: -29.6476 3.6011 -29.9110
H: -28.3032 2.5250 -30.2848
O: -31.8390 12.5163 -26.7313
C: -30.5737 12.0666 -27.1101
C: -30.0536 11.2860 -25.9467
O: -30.7553 10.1133 -25.6740
H: -32.3924 11.7334 -26.6810
H: -30.5739 11.4601 -28.0158
H: -29.9272 12.8585 -27.4882
H: -29.9243 11.9195 -25.0692
H: -28.9902 11.0474 -25.9692
H: -31.0956 10.1485 -24.7770

=====

2.
# C5H9N2

A gas-phase ion, C5H9N2 (charge +1) (wB97M-V/def2-TZVPD, the Open Molecules 2025 dataset).

The orbital gap comes out at 10.826 eV. The value obtained for the energy above the lowest of the compared OMol25 structures with the same formula, charge and spin is 151.8 kJ/mol. As for the SMILES: CCc1[nH]cc[nH+]1. The LUMO energy comes out at -3.30 eV. Its total charge is +1. The electronic energy is -8304.159 eV.

Cartesian coordinates (Å):
C: 1.3991 -1.1172 1.4120
C: 0.2318 -1.3669 0.4367
C: -0.1887 -0.1338 -0.2725
N: 0.2574 0.5873 -1.3007
C: -0.5340 1.5990 -1.6103
C: -1.5577 1.5859 -0.6884
N: -1.3218 0.5110 0.1591
H: 2.2442 -0.5503 0.8077
H: 1.9083 -2.0584 1.6724
H: 1.0230 -0.4250 2.3431
H: -0.5956 -1.7411 1.0411
H: 0.6196 -2.2658 -0.2470
H: 0.9491 0.3731 -2.0281
H: -0.1916 2.3855 -2.3118
H: -2.2401 2.3693 -0.3169
H: -2.0029 0.2472 0.9035

=====

3.
# C10H18OS

2 unconnected molecules or ions with the total composition C10H18OS (wB97M-V/def2-TZVPD, the Open Molecules 2025 dataset).

The orbital gap (spin up / spin down) comes out at 7.649 / 7.500 eV. The value obtained for the energy above the lowest of the compared OMol25 structures with the same formula, charge and spin is 455.6 kJ/mol. As for the SMILES: CC(C)(C)C#CC(C)(C)C.O=S. The LUMO energy (spin up / spin down) comes out at -0.99 / -0.97 eV. The electronic energy is -23539.803 eV.

Cartesian coordinates (Å):
C: 2.8990 -0.4474 -0.1387
C: 1.5991 -1.3361 0.0863
C: 1.4234 -2.1541 -1.2136
C: 1.6063 -2.2235 1.3630
C: 0.4839 -0.3940 0.1075
C: -0.3365 0.4923 0.0376
C: -1.3865 1.5041 0.1514
C: -1.1838 2.6135 -0.9445
C: -1.2435 2.2265 1.5763
C: -2.7365 0.9651 -0.0755
H: 3.6934 -1.1404 -0.1518
H: 2.8714 0.0972 -1.0462
H: 3.0298 0.4309 0.5318
H: 2.2139 -2.9410 -1.4306
H: 1.3816 -1.4223 -2.0066
H: 0.6024 -2.7286 -1.0934
H: 1.1961 -1.7869 2.2230
H: 2.6463 -2.4406 1.6671
H: 0.9729 -3.0692 1.1964
H: -1.0735 2.2343 -1.9993
H: -1.7322 3.4470 -0.7635
H: -0.1559 2.9901 -0.6752
H: -1.2774 1.6381 2.4439
H: -1.9839 2.9320 1.6328
H: -0.2974 2.7708 1.5199
H: -2.8449 0.2042 0.7180
H: -2.8411 0.5051 -1.1654
H: -3.4932 1.6356 0.0653
O: -1.7377 -2.5113 -1.9410
S: -2.2956 -2.0916 -0.6751